Record 1
Below is the molecule C18H20N2O3, with properties calculated with ωB97M-V/def2-TZVPD.

Values from the calculation:
HOMO level	-8.680	eV
SMILES string	N[C@@H](Cc1ccccc1)C(=O)N[C@@H](Cc1ccccc1)C(=O)O
LUMO energy	0.604	eV

ORCA input file:
```
! wB97M-V def2-TZVPD RIJCOSX def2/J DEFGRID3
* xyz 0 1
N -1.92687 -0.08663 -2.08912
C -1.42991 0.81419 -1.12555
C -2.42707 0.97234 0.07416
C -3.74220 1.61540 -0.30935
C -4.87304 0.79218 -0.46938
C -5.89422 1.41421 -1.08292
C -5.90449 2.84250 -1.40586
C -4.80072 3.50363 -1.35961
C -3.62347 2.88673 -0.92526
C -0.18237 0.44678 -0.30266
O 0.24363 1.11146 0.59411
N 0.54967 -0.61007 -0.86837
C 1.91794 -0.97428 -0.48167
C 1.87639 -1.54276 0.98422
C 3.25291 -1.53917 1.71100
C 3.52997 -0.32105 2.36921
C 4.61320 -0.35175 3.17120
C 5.51665 -1.48278 3.26365
C 5.34495 -2.56851 2.44011
C 4.11939 -2.70197 1.73236
C 2.62753 -1.70143 -1.61290
O 3.37726 -2.53782 -1.46162
O 2.26420 -1.28787 -2.84275
H -2.54235 0.35274 -2.81627
H -2.47951 -0.88390 -1.84043
H -1.50564 1.81180 -1.54168
H -1.83828 1.43859 0.91358
H -2.50717 -0.04426 0.57386
H -4.65148 -0.26999 -0.29756
H -6.81759 0.79049 -1.22784
H -6.75487 3.24910 -1.96743
H -4.69904 4.54820 -1.48235
H -2.83647 3.56093 -0.98975
H 0.03263 -0.94632 -1.66490
H 2.38878 0.04414 -0.19618
H 1.17497 -0.90163 1.61592
H 1.47201 -2.59661 1.08426
H 2.81146 0.55873 2.14701
H 5.12740 0.53092 3.68465
H 6.43092 -1.34025 3.82965
H 6.03329 -3.48464 2.68744
H 3.84566 -3.41633 0.99406
H 2.88595 -1.69504 -3.50904
*
```

---

Record 2
Below is a cluster of 2 separate species, C11H14S in total, with properties calculated with ωB97M-V/def2-TZVPD.

Values from the calculation:
HOMO level (alpha / beta)	-6.555 / -9.086	eV
expectation value of S²	2.050
LUMO energy (alpha / beta)	0.811 / -1.121	eV

ORCA input file:
```
! wB97M-V def2-TZVPD RIJCOSX def2/J DEFGRID3
* xyz 0 3
C -0.99745 2.87593 2.26986
C -0.58864 3.50318 1.09466
C -0.55446 1.66116 2.62159
C 0.21783 2.75577 0.27077
C 0.42603 1.04345 1.93712
C 0.93494 1.54524 0.73402
C 0.43993 -0.24007 -1.84800
C -0.00001 -1.65197 -1.50726
C -1.39378 -2.04760 -1.71840
C 0.78858 -2.35397 -0.41072
C 1.94983 1.00382 -0.03493
S 1.00704 -1.30561 -3.08929
H -1.74340 3.37690 2.78614
H -0.87381 4.51680 0.91391
H -1.14678 1.07725 3.25378
H 0.31254 2.98862 -0.81278
H 0.90777 0.24474 2.45659
H -0.27506 0.47200 -2.15237
H -1.64355 -2.41313 -0.76021
H -1.57968 -2.72391 -2.42306
H -2.08915 -1.15946 -1.77759
H 0.30506 -2.17189 0.47837
H 1.72557 -2.00548 -0.20300
H 0.72765 -3.49630 -0.61254
H 2.42591 1.48031 -0.82372
H 2.51283 0.29071 0.43389
*
```

---

Record 3
Below is a structure of composition C26H20Cl3FN5O7PtS, with properties calculated with ωB97M-V/def2-TZVPD.

Values from the calculation:
HOMO level (alpha / beta)	-4.631 / -4.703	eV
LUMO energy (alpha / beta)	2.010 / 1.978	eV

ORCA input file:
```
! wB97M-V def2-TZVPD RIJCOSX def2/J DEFGRID3
* xyz -1 1
Pt -0.77219 -0.90516 -1.41804
C 0.02789 -3.11007 5.73991
C 0.49583 -1.67762 5.46321
C 0.05578 -0.66665 6.51934
C -1.46140 -0.53952 6.54357
C -1.98988 -0.30392 5.15574
C -3.20595 0.33355 4.97947
C -3.69336 0.53856 3.69906
F -4.87039 1.19576 3.56434
C -3.03131 0.08653 2.58524
C -1.79773 -0.55496 2.73750
C -1.13221 -1.11835 1.56933
O -1.78151 -1.24522 0.49612
C 0.21615 -1.55195 1.79394
C 0.70332 -1.58868 3.06122
N -0.00801 -1.27548 4.16525
C -1.25834 -0.71788 4.03207
C 1.19392 -1.99442 0.70351
O 2.29250 -2.38323 1.08242
O 0.83089 -1.96999 -0.51016
H 0.36022 -3.44748 6.71928
H 0.43843 -3.77392 4.98037
H -1.05687 -3.17524 5.68944
H 1.59093 -1.67728 5.40865
H 0.48764 0.30281 6.26432
H 0.43347 -0.96763 7.49741
H -1.76017 0.28620 7.19240
H -1.90410 -1.44957 6.96230
H -3.76888 0.68672 5.82941
H -3.42123 0.22107 1.59174
H 1.72187 -1.91986 3.21146
N 5.04060 2.19052 -5.61455
C 3.94723 1.38672 -5.33927
C 3.98237 0.48143 -4.27533
C 2.94807 -0.41436 -4.08579
C 1.87233 -0.40267 -4.95332
C 1.80428 0.50403 -5.99175
C 2.83522 1.40206 -6.18436
S 0.55416 -1.58763 -4.74977
O -0.14937 -1.72204 -6.00361
O 1.09629 -2.79532 -4.19777
N -0.44567 -0.95506 -3.60976
C -1.37260 -0.04595 -3.82067
N -1.50879 0.69330 -4.92561
C -2.48907 1.57192 -4.93793
C -3.37574 1.75867 -3.88363
C -3.16350 0.97084 -2.76029
N -2.19798 0.07831 -2.73050
H 5.67064 2.35604 -4.84591
H 4.85869 3.00046 -6.18585
H 4.83477 0.47741 -3.61105
H 2.96306 -1.13427 -3.28437
H 0.94370 0.47733 -6.63866
H 2.79860 2.10940 -7.00128
H -2.56183 2.17418 -5.83696
H -4.16791 2.48859 -3.92368
H -3.78171 1.05404 -1.87474
Cl 1.82501 3.45506 -1.80100
C 1.03106 3.09488 -0.27320
Cl -0.09015 4.39823 0.12700
Cl 2.23130 2.97053 1.00826
C 0.21889 1.73176 -0.33755
O -0.24659 1.34415 0.71467
O 0.15936 1.25032 -1.48163
*
```

---

Record 4
Below is a structure of composition C13H31AgAs3F5NO3Te, with properties calculated with ωB97M-V/def2-TZVPD.

Values from the calculation:
HOMO level	-4.923	eV
LUMO energy	2.345	eV

ORCA input file:
```
! wB97M-V def2-TZVPD RIJCOSX def2/J DEFGRID3
* xyz -1 1
Ag 0.22511 1.85625 -0.85321
N 1.44203 5.36020 -0.81066
C 0.21466 5.59121 -1.61538
C -1.07028 4.98827 -1.00210
O -2.00071 5.78067 -0.81699
O -1.07457 3.74568 -0.75498
H 1.20796 5.30020 0.17622
H 2.05270 6.16292 -0.90492
H 0.37273 5.17036 -2.60714
H 0.03611 6.66187 -1.70346
C -3.82775 0.17229 -0.60331
As -2.09318 0.75370 0.11997
C -2.76611 2.02841 1.42902
C -1.77434 -0.74610 1.37615
C -0.91515 -1.94498 0.90345
C -1.26535 -2.30297 -0.54188
C 0.58765 -1.63630 1.06055
As 1.47532 -0.42780 -0.23350
C 2.10400 -1.73945 -1.54671
C 3.13022 -0.20208 0.76171
C -1.26753 -3.11009 1.85805
As -0.68760 -5.00609 1.68935
C -1.87141 -5.58118 0.22544
C 0.98671 -5.04562 0.65532
H -4.48664 -0.18142 0.19168
H -3.68810 -0.61926 -1.33854
H -4.28912 1.02762 -1.09618
H -3.57148 1.59993 2.02780
H -3.09946 2.91149 0.88673
H -1.93959 2.33049 2.07139
H -2.76250 -1.10179 1.68192
H -1.31442 -0.30169 2.26334
H -1.09446 -1.44874 -1.20279
H -2.31697 -2.58984 -0.62675
H -0.65854 -3.12893 -0.90996
H 1.16089 -2.56143 1.04476
H 0.75407 -1.18536 2.04332
H 2.55952 -2.60208 -1.05705
H 2.84977 -1.24035 -2.16514
H 1.28516 -2.06886 -2.18484
H 3.53280 -1.16728 1.07426
H 2.92541 0.42945 1.62403
H 3.83616 0.32524 0.12310
H -2.35715 -3.22340 1.89046
H -0.97136 -2.82049 2.87020
H -2.90656 -5.41961 0.52775
H -1.72690 -6.65008 0.06670
H -1.68564 -5.05429 -0.70745
H 1.82264 -4.72912 1.27762
H 0.96722 -4.44835 -0.25382
H 1.14785 -6.09064 0.38580
F 4.84553 3.10372 -0.26570
Te 3.09828 3.54134 -0.86802
F 3.49692 1.86770 -1.74391
F 1.71902 3.29905 -2.23791
F 3.62415 5.08648 0.17402
F 3.91496 4.46966 -2.26376
O 2.10731 2.81148 0.43597
*
```

---

Record 5
Below is the ion C2H3OS3 with charge -1, with properties calculated with ωB97M-V/def2-TZVPD.

Values from the calculation:
HOMO level	-3.859	eV
SMILES string	[O-]C(=S)C(S)S
LUMO energy	3.308	eV

ORCA input file:
```
! wB97M-V def2-TZVPD RIJCOSX def2/J DEFGRID3
* xyz -1 1
O 0.01335 -1.39467 1.24853
C -0.04956 -0.97989 0.09576
S -0.03213 -2.04978 -1.25178
C -0.20863 0.51642 -0.04718
S 0.84750 1.50216 -1.22567
S -0.18632 1.33818 1.60524
H -1.44582 0.51803 -0.32332
H 0.96902 0.52302 -2.10254
H 0.09259 0.02652 2.00095
*
```

---

Record 6
Below is a cluster of 2 separate species, C4H11NO3 in total, with properties calculated with ωB97M-V/def2-TZVPD.

Values from the calculation:
HOMO level	0.368	eV
LUMO energy	6.846	eV

ORCA input file:
```
! wB97M-V def2-TZVPD RIJCOSX def2/J DEFGRID3
* xyz -2 1
C -0.55594 0.89363 -0.06990
C 0.55039 1.06540 0.97158
C 0.63968 -0.08770 2.12366
O 1.38125 0.25213 3.17644
N -0.68347 -0.37809 -0.82076
C -1.53543 -0.22434 -2.07811
O -2.83691 -0.50656 -1.85645
H -0.84258 1.74526 -0.70069
H -1.45641 0.85958 0.62281
H 1.51988 0.98818 0.44460
H 0.37411 2.01605 1.50034
H -0.40070 -0.37255 2.34085
H 1.19486 -0.88639 1.57671
H -1.15754 -1.01384 -0.20005
H -1.04002 -0.80562 -2.88919
H -1.50854 0.85950 -2.32514
H 2.58747 -1.48685 -0.01968
H 1.40167 -1.33550 -0.83347
O 2.36823 -1.58229 -0.96357
*
```

---

no.,E (hartree)
1,-1033.04861
2,-825.51580
3,-3801.33095
4,-8416.12688
5,-1347.85192
6,-439.34341